1.
C4H12N4 | ωB97M-V/def2-TZVPD

```
20
Properties=species:S:1:pos:R:3:forces:R:3
C -1.00630 0.16438 -1.38470 -4.04 -0.66 -1.11
C -0.24956 1.04542 -3.59182 1.76 1.27 -0.77
C -0.51603 -0.92758 2.03711 0.02 -1.01 1.38
C -0.79055 0.27884 0.02468 1.79 1.15 1.61
N -0.26777 0.94439 -2.32237 4.48 2.84 -0.19
N -0.54380 -0.81634 0.74297 -1.44 2.27 -0.38
N 1.71846 -0.62232 2.52517 -1.31 -0.72 1.14
N 2.18134 0.06742 1.61829 0.70 -0.73 -0.88
H -0.91326 -0.88431 -1.53039 0.35 -0.96 -1.27
H -2.10569 0.37839 -1.66609 1.29 -0.26 0.57
H -0.92038 0.55617 -4.23976 -0.93 -0.73 -0.55
H 0.59059 1.69816 -4.07670 -1.82 -1.17 0.99
H -0.85674 -0.08774 2.57085 -0.17 0.79 0.86
H -0.50236 -1.91083 2.47538 -0.40 -0.11 -0.08
H -0.85335 1.21463 0.54814 -0.20 0.17 0.26
H 0.55173 1.56894 -1.98095 -1.82 -1.53 0.34
H -0.68609 -1.63742 0.25643 0.41 -2.52 -1.41
H 1.33037 -0.39119 3.44322 0.37 1.40 0.08
H 1.67791 -1.63002 2.51960 0.92 -0.60 -1.10
H 2.12511 1.04051 1.83469 0.03 1.12 0.51
```
Positions in Å, forces in eV/Å.

LUMO level = -8.75 eV
HOMO-LUMO gap = 6.84 eV
molecular weight = 116.168 u
total charge = +2
total energy = -10280.600 eV

Results of the Mulliken charge analysis, in e, for atoms 1 through 8: C -0.65; C -0.09; C -0.94; C -0.25; N -0.04; N 0.02; N 0.08; N -0.38


2.
C3H10OS | ωB97M-V/def2-TZVPD

```
15
Properties=species:S:1:pos:R:3:forces:R:3
C 2.36056 0.79075 -0.84236 1.08 2.86 1.37
C 1.38232 -0.27617 -0.63659 -0.59 -2.33 -0.44
S 0.77415 -0.35866 1.09366 0.14 -0.42 -0.68
H 2.02365 1.86918 -0.59669 0.08 -1.72 -0.29
H 3.24342 0.63216 -0.16671 -0.53 0.07 -0.86
H 2.63927 0.80546 -1.87715 0.57 0.02 -0.52
H 1.91296 -1.25179 -0.96701 -1.02 1.27 0.84
H 0.49229 -0.18759 -1.28239 0.39 0.12 0.22
H -0.14820 -1.27464 0.74131 -0.01 0.19 0.44
C -2.49540 0.66728 -0.71864 -3.41 -3.16 -0.46
O -2.43116 -0.54865 0.20080 -1.29 3.33 1.62
H -2.07606 1.53969 -0.23895 0.08 0.16 -0.14
H -3.75884 0.79202 -1.00941 3.92 0.04 0.74
H -1.95698 0.28192 -1.62834 -0.56 0.94 0.88
H -2.79356 -0.16993 1.10588 1.15 -1.39 -2.69
```
Positions in Å, forces in eV/Å.

LUMO level = 0.80 eV
structure (SMILES) = CCS.CO
HOMO-LUMO gap = 9.56 eV
molecular weight = 94.179 u
total energy = -16154.121 eV

Results of the Mulliken charge analysis, in e, for atoms 1 through 8: C -1.15; C -0.07; S -0.23; H 0.29; H 0.29; H 0.34; H 0.28; H 0.11


3.
C25H27BClF2MnN4O6 | ωB97M-V/def2-TZVPD

```
67
Properties=species:S:1:pos:R:3:forces:R:3
Mn -0.16484 -0.24447 0.91144 0.20 -0.69 -0.29
O 3.67554 -2.57258 0.96184 -0.28 0.24 0.00
C 3.21202 -3.59823 1.70163 -0.03 -0.14 0.10
C 4.09507 -4.64405 1.98224 -0.04 0.07 -0.03
C 3.68385 -5.72476 2.73614 0.02 -0.06 0.03
C 2.38345 -5.78787 3.22794 0.00 0.04 -0.02
C 1.50753 -4.75410 2.94920 0.00 -0.04 0.03
C 1.89322 -3.65114 2.19002 -0.02 0.15 -0.09
C 0.91482 -2.55893 1.89432 0.20 -0.06 0.12
O 1.33476 -1.55852 1.17152 -0.09 -0.14 -0.04
N -0.29205 -2.68479 2.36274 -0.08 0.16 -0.11
N -1.06901 -1.59873 1.94976 0.27 0.29 0.22
C -2.31852 -1.65436 2.22744 -0.26 0.01 -0.18
C -3.29464 -0.69685 1.72927 0.22 -0.10 0.12
C -4.62390 -0.89526 2.12727 -0.09 0.04 0.02
C -5.66404 -0.10340 1.68810 0.10 0.02 -0.03
C -5.36803 0.93695 0.80223 -0.10 0.03 0.00
C -4.07744 1.15563 0.38289 0.13 -0.05 0.01
C -2.98570 0.36014 0.81964 -0.16 0.12 0.02
O -1.80349 0.62943 0.34766 0.01 -0.06 0.06
H 2.90599 -1.93623 0.90728 0.11 -0.10 -0.03
H 5.10338 -4.57231 1.59462 0.00 -0.01 0.00
H 4.38346 -6.52558 2.94656 0.00 0.00 0.00
H 2.05895 -6.63242 3.82179 0.01 0.00 0.00
H 0.49017 -4.77257 3.31625 0.00 0.01 -0.01
H -2.68470 -2.49498 2.81559 0.04 -0.04 -0.05
H -4.82820 -1.71407 2.81038 0.01 0.00 0.00
H -6.67847 -0.28226 2.01924 0.00 0.00 0.01
H -6.16271 1.58210 0.44249 0.01 0.00 0.00
H -3.83831 1.96415 -0.29907 -0.04 0.00 -0.01
N -0.57512 0.17896 -3.90238 0.05 0.04 -0.05
C -1.06911 -1.17666 -3.57747 0.04 -0.02 0.04
C -1.49938 -1.26252 -2.10041 0.02 0.01 -0.12
N -0.66523 -2.08057 -1.23528 0.06 0.25 0.05
H -0.43012 0.27660 -4.90172 -0.05 0.00 -0.01
H 0.88091 0.72274 -3.16420 -0.05 -0.05 0.02
H -1.27173 0.86929 -3.63781 0.00 -0.01 0.03
H -0.24431 -1.86977 -3.75566 -0.04 -0.04 0.01
H -1.89089 -1.47437 -4.23825 -0.01 0.08 -0.02
H -2.52729 -1.62104 -2.02537 0.04 -0.09 0.00
H -1.51067 -0.25564 -1.67796 -0.05 0.01 -0.04
H 0.31801 -1.86744 -1.35127 0.01 -0.02 0.07
H -0.80304 -3.07315 -1.36278 -0.03 -0.01 0.02
C 3.16695 4.79099 -1.78592 0.04 0.02 0.00
C 1.71864 4.57034 -1.45405 -0.06 -0.03 0.00
C 0.72505 5.34508 -2.04307 0.01 0.00 0.00
C -0.60483 5.12428 -1.73155 -0.05 0.03 -0.02
Cl -1.82546 6.11340 -2.50146 0.01 -0.01 0.01
C -0.98933 4.14959 -0.82892 0.02 -0.01 0.00
C -0.00913 3.37455 -0.22967 0.05 0.01 0.02
C 1.32434 3.58386 -0.55057 0.08 -0.02 0.04
O 2.27990 2.79667 0.07848 -0.07 0.03 -0.03
C 2.78956 1.73377 -0.71291 -0.02 -0.05 -0.02
C 1.66621 1.02986 -1.45419 0.08 0.26 0.14
O 1.72208 1.13172 -2.76594 0.09 -0.12 -0.05
O 0.76324 0.46888 -0.87519 -0.28 -0.07 0.12
H 3.33436 5.81747 -2.11180 0.00 0.00 0.00
H 3.49401 4.13078 -2.59302 -0.02 -0.01 0.00
H 3.79669 4.59171 -0.91920 0.00 0.00 0.00
H 0.98800 6.12650 -2.74485 0.01 0.00 0.00
H -2.03224 3.98758 -0.59536 0.00 0.00 0.01
H -0.27457 2.59165 0.47205 -0.02 0.00 0.01
H 3.23707 1.01981 -0.02080 0.01 0.05 0.01
H 3.53738 2.08222 -1.42843 -0.01 0.03 0.00
F 1.14129 0.51634 3.51992 0.07 0.00 0.02
B 0.17107 0.78535 2.60268 -0.05 0.08 -0.11
F -0.62047 1.80123 3.06594 0.00 -0.02 0.00
```
Positions in Å, forces in eV/Å.

multiplicity = 2
expectation value of S² = 0.781
LUMO level (spin up / spin down) = 2.31 / 2.31 eV
HOMO-LUMO gap (spin up / spin down) = 6.33 / 5.57 eV
molecular weight = 618.712 u
total charge = -1
total energy = -94568.000 eV

Results of the Mulliken charge analysis, in e, for atoms 1 through 8: Mn 0.04; O -0.78; C 0.28; C -0.67; C -0.26; C -0.76; C -0.35; C 0.01


4.
C31H53Br2Cl26N4OP | ωB97M-V/def2-TZVPD

```
118
Properties=species:S:1:pos:R:3:forces:R:3
C 1.92559 2.40145 3.71258 -0.97 0.31 1.30
C 0.94266 1.08998 3.68035 -0.76 -0.14 -1.01
C 1.45671 -0.09874 2.62099 -0.12 -0.06 0.53
C 2.78427 0.33075 1.75742 0.46 -1.57 -0.28
C 0.17128 -0.58012 1.66471 -2.47 -2.57 -1.41
C -0.49675 0.40912 0.49240 -2.62 -3.14 -0.64
C 0.03126 1.95026 0.22154 1.26 -1.67 1.29
Br -1.46586 3.33085 0.34865 1.06 -1.48 -0.13
C 0.96247 2.12897 -1.11486 0.10 2.61 0.12
C 0.41255 3.34635 -2.12163 1.54 -0.25 0.03
Br 1.30315 0.42874 -2.13528 -0.27 1.39 0.79
C -1.74931 -0.18689 -0.44270 1.92 -0.86 2.17
N -2.35793 0.67973 -1.56596 0.27 -2.18 2.33
C -2.39537 -1.71060 -0.22180 0.90 0.80 0.31
N -3.54597 -2.07396 -1.12149 2.00 -5.06 5.21
C -4.03879 -3.44839 -0.77349 1.18 1.13 0.59
C -5.33906 -4.03212 -1.63391 0.89 0.70 -0.02
C -3.40722 -4.42671 0.35915 2.13 3.13 -0.14
P -4.15395 -6.19395 0.61142 -1.54 1.45 2.69
N -5.30852 -6.22255 1.77216 1.47 1.64 -1.40
N -2.24226 -4.05506 1.22968 -3.26 3.49 -4.49
C -1.75067 -2.66703 0.92625 0.35 0.43 0.36
C -0.47289 -2.11332 1.84808 -0.34 2.32 -1.14
C 0.12082 -3.16002 3.01038 -0.07 0.37 0.14
C 1.40255 -4.06232 2.43538 -1.18 -0.10 -0.14
O 1.79879 -3.49272 1.11415 -0.70 -2.51 0.37
H 2.93996 2.23275 4.29729 -2.29 -0.04 -1.44
H 2.14433 2.88721 2.67029 -0.45 -1.24 1.94
H 1.34403 3.23423 4.34002 1.26 -1.69 -1.36
H 0.76065 0.59801 4.74295 0.61 1.18 -2.16
H -0.14560 1.37905 3.28354 2.36 -0.25 0.98
H 1.81788 -0.97950 3.34251 -1.01 1.61 -2.03
H 2.60093 1.12230 0.91725 0.39 -1.34 1.87
H 3.15871 -0.65580 1.19911 -0.90 2.10 1.11
H 3.68254 0.61260 2.48995 -2.15 -0.28 -1.61
H 0.73432 2.22068 1.14792 -1.79 -0.59 -2.05
H 2.03886 2.50866 -0.76421 -2.39 -1.10 -0.69
H 0.51621 4.39552 -1.56217 -0.46 -2.44 -1.05
H 1.21847 3.39700 -2.99948 -2.10 -0.24 1.87
H -0.67837 3.16368 -2.50463 2.27 0.29 0.76
H -2.31111 0.10265 -2.44871 0.01 0.83 1.49
H -3.37395 0.76418 -1.25780 1.66 -0.08 -0.85
H -4.91512 -4.70240 -2.50525 -0.87 1.30 1.72
H -5.91024 -3.11229 -2.11035 1.23 -1.94 1.09
H -6.07663 -4.66885 -0.97273 1.60 1.40 -1.20
H -3.11343 -7.08772 1.05298 -0.10 0.54 -1.07
H -4.66970 -6.61947 -0.66443 0.88 0.11 0.41
H -5.36622 -5.23410 2.14181 -0.11 -1.44 -0.39
H -0.69881 -3.92959 3.36943 1.43 1.82 -0.98
H 0.43107 -2.54578 3.98146 -0.62 -1.16 -2.26
H 2.31096 -4.08097 3.19606 -2.04 0.16 -1.91
H 0.96529 -5.15919 2.28566 1.19 2.26 0.33
H 1.49469 -4.16873 0.41977 0.75 1.50 1.63
C 4.04262 -4.71952 5.84454 0.22 0.11 0.35
Cl 3.08942 -6.06581 5.20885 -0.08 -0.09 0.13
Cl 4.33398 -3.50153 4.59686 0.07 0.09 0.17
H 3.49856 -4.25797 6.67210 0.03 -0.11 -0.32
H 5.00272 -5.10051 6.20099 -0.22 0.05 -0.25
C -1.34282 5.91846 3.25188 -0.17 0.25 0.11
Cl -1.63517 4.27074 3.82172 -0.09 0.08 0.18
Cl 0.07155 5.98383 2.19341 0.08 0.21 0.07
H -2.21859 6.26363 2.69710 0.29 -0.19 0.18
H -1.17248 6.56800 4.11391 0.06 -0.25 -0.22
C -4.70122 5.55373 -0.60023 0.01 -0.16 -0.17
Cl -3.38971 5.91368 0.52918 -0.04 0.10 -0.13
Cl -6.18112 6.40946 -0.14997 0.04 -0.03 0.00
H -4.40176 5.86485 -1.60393 -0.05 0.01 0.36
H -4.89474 4.47835 -0.58957 0.14 0.38 0.17
C 8.05697 -2.52523 3.20850 0.06 -0.32 -0.20
Cl 7.77437 -2.56797 4.95306 0.11 -0.10 0.01
Cl 7.92704 -0.87679 2.58335 0.01 -0.04 -0.10
H 9.05981 -2.90633 3.00115 -0.24 0.20 0.13
H 7.31347 -3.15365 2.71221 0.08 0.24 0.18
C 5.68930 -8.05836 3.53541 -0.14 -0.31 0.22
Cl 6.42275 -6.47214 3.80210 0.02 0.01 0.14
Cl 5.57369 -8.42358 1.80962 -0.04 -0.07 0.05
H 6.30423 -8.82060 4.01992 -0.06 0.26 -0.21
H 4.68599 -8.06365 3.96824 0.26 0.15 -0.19
C -5.63804 -0.64050 -4.46292 0.30 -0.15 -0.35
Cl -4.32653 -0.28055 -3.33352 -0.79 -0.09 -0.80
Cl -7.11793 0.21522 -4.01266 -0.14 -0.06 -0.07
H -5.33857 -0.32938 -5.46663 -0.13 0.02 0.29
H -5.83155 -1.71588 -4.45226 -0.01 0.30 0.12
C 1.26773 -2.84687 -4.42895 0.05 -0.13 -0.34
Cl 2.57925 -2.48692 -3.29954 0.06 -0.19 -0.07
Cl -0.21216 -1.99115 -3.97869 -0.14 -0.26 -0.14
H 1.56720 -2.53575 -5.43265 -0.07 0.02 0.32
H 1.07422 -3.92225 -4.41829 0.06 0.33 0.05
C -7.42635 3.53023 -2.40913 -0.36 -0.23 0.19
Cl -8.33860 5.04237 -2.48923 -0.13 -0.16 -0.13
Cl -5.76797 3.75703 -2.97783 0.05 -0.34 -0.16
H -7.40290 3.18338 -1.37325 0.07 0.18 -0.24
H -7.91896 2.78393 -3.03712 0.21 0.27 0.09
C 0.27801 -5.19109 -2.00719 -0.02 0.09 -0.40
Cl -1.31781 -5.27402 -1.25109 0.59 -0.04 -0.59
Cl 1.38833 -6.35800 -1.27877 0.12 0.05 -0.01
H 0.17870 -5.41179 -3.07271 0.00 -0.09 0.31
H 0.68243 -4.18464 -1.87492 -0.14 -0.20 0.11
C 5.35868 3.92540 2.45951 0.26 -0.04 0.18
Cl 4.17716 4.31116 3.71665 0.64 0.59 0.01
Cl 4.56714 3.66985 0.89962 -0.17 -0.22 0.02
H 6.06478 4.75429 2.36857 -0.36 -0.24 0.06
H 5.89294 3.01469 2.74087 -0.25 0.17 -0.09
C 0.54199 4.78790 -5.96509 -0.07 0.16 -0.32
Cl -0.25021 5.46398 -4.53662 -0.09 0.17 -0.18
Cl 1.61296 3.45178 -5.52588 0.08 -0.04 -0.31
H -0.22157 4.41988 -6.65460 0.18 0.02 0.29
H 1.13025 5.57093 -6.44967 -0.10 -0.21 0.24
C -6.45649 5.34385 -6.12562 -0.23 -0.29 0.13
Cl -7.36874 6.85600 -6.20572 -0.08 -0.07 0.03
Cl -4.79811 5.57065 -6.69432 0.05 -0.12 0.04
H -6.43304 4.99701 -5.08974 0.05 0.26 -0.33
H -6.94910 4.59755 -6.75361 0.16 0.29 0.05
C 7.30198 5.67372 -1.41711 0.07 -0.25 -0.26
Cl 7.01938 5.63098 0.32745 0.44 0.24 -0.24
Cl 7.17205 7.32217 -2.04227 0.02 -0.08 -0.08
H 8.30481 5.29263 -1.62446 -0.24 0.20 0.15
H 6.55848 5.04531 -1.91340 0.09 0.23 0.21
```
Positions in Å, forces in eV/Å.

LUMO level = -1.29 eV
HOMO-LUMO gap = 6.44 eV
molecular weight = 1610.352 u
total energy = -515954.018 eV

Results of the Mulliken charge analysis, in e, for atoms 1 through 8: C -0.79; C -0.47; C 0.59; C -0.55; C 0.02; C 0.28; C 0.70; Br -0.07


5.
C5H6O | ωB97M-V/def2-TZVPD

```
12
Properties=species:S:1:pos:R:3:forces:R:3
C 2.71012 -0.19215 -0.22272 5.81 -0.74 -2.15
C 1.62545 -0.05498 0.11577 -4.81 2.22 2.16
C 0.30327 0.07512 0.63703 -0.69 1.75 -0.54
C -0.89292 0.81775 -0.10744 -0.13 0.97 0.93
C -1.41296 -0.56277 -0.29823 -1.39 -1.43 0.13
O -0.26683 -1.12979 0.26735 0.15 -2.97 0.55
H 3.67076 -0.31407 -0.62095 0.62 -0.13 -0.13
H 0.27985 0.38373 1.69604 0.14 -0.64 -0.07
H -0.75627 1.29204 -1.05526 0.66 0.59 -0.33
H -1.53882 1.43678 0.53681 0.59 -0.04 -0.21
H -1.54042 -0.83241 -1.37441 -0.33 -0.23 0.94
H -2.18124 -0.91924 0.42602 -0.61 0.65 -1.30
```
Positions in Å, forces in eV/Å.

LUMO level = -1.74 eV
structure (SMILES) = C#C[C@H]1CCO1
HOMO-LUMO gap = 7.88 eV
molecular weight = 82.102 u
total energy = -7325.596 eV

Results of the Mulliken charge analysis, in e, for atoms 1 through 8: C 0.37; C -1.12; C 0.29; C -0.64; C -0.22; O -0.41; H 0.49; H 0.26


6.
C4H13NSi | ωB97M-V/def2-TZVPD

```
19
Properties=species:S:1:pos:R:3:forces:R:3
C -1.76449 1.13420 -0.58212 -2.54 -1.95 0.17
C -1.50944 -0.97656 0.86980 -2.47 1.04 -0.08
C 1.98386 -1.29109 -0.34699 0.84 0.54 0.56
C -0.94386 0.02117 0.01522 0.33 1.29 -2.83
N 1.32885 1.32611 0.85385 0.23 -0.53 0.33
Si 0.81959 0.22690 -0.47198 1.02 -0.40 0.88
H -1.49275 2.02335 -0.17789 1.22 2.86 1.76
H -1.59738 1.33881 -1.60151 0.65 -0.32 -1.45
H -2.89082 1.18778 -0.49931 0.95 -0.97 0.31
H -1.05125 -1.91603 0.69085 -0.44 -1.39 -0.61
H -2.62597 -0.77400 0.94575 1.10 -1.44 -0.35
H -1.18275 -0.83111 1.85323 0.79 0.69 1.90
H 3.03762 -0.87128 -0.37482 -1.01 -0.58 -0.27
H 1.96323 -1.85648 0.61866 -0.31 0.53 -0.64
H 1.80467 -1.98872 -1.17098 0.32 0.12 0.15
H 0.17873 -0.56887 -2.03881 -0.82 0.04 1.06
H 0.69795 1.36755 1.64378 0.06 0.07 0.18
H 2.26495 1.16129 1.20814 -0.04 0.16 0.15
H 0.97926 1.28699 -1.43487 0.14 0.23 -1.21
```
Positions in Å, forces in eV/Å.

LUMO level (spin up / spin down) = -0.34 / -1.13 eV
HOMO-LUMO gap (spin up / spin down) = 8.31 / 6.66 eV
molecular weight = 103.241 u
total energy = -13722.425 eV

Results of the Mulliken charge analysis, in e, for atoms 1 through 8: C -1.37; C -1.15; C -1.07; C 0.49; N -0.70; Si 0.57; H 0.43; H 0.37